Below is a molecular structure, C22H69BO11Pt, with properties calculated with ωB97M-V/def2-TZVPD.

Geometry as XYZ:
```
104
Properties=species:S:1:pos:R:3:forces:R:3
Pt -3.88029 6.88955 -9.46497 1.311 -0.020 0.432
B -5.48034 8.22780 -8.49080 -0.625 0.438 -0.323
H -6.22543 8.81101 -7.97219 -3.134 1.739 1.969
H -4.83950 7.70364 -7.79883 2.467 -1.841 3.180
H -5.98483 7.51058 -9.11955 -2.591 -2.491 -2.358
H -4.92413 8.90968 -9.11523 1.864 2.946 -2.118
C -3.63307 3.46451 -6.75194 -0.235 -0.363 -0.278
C -3.55095 4.97773 -6.61171 0.063 0.629 -1.534
O -3.02440 5.65562 -7.77009 0.499 -1.221 1.244
H -4.51682 3.14658 -7.30512 -0.194 0.120 -0.078
H -3.68269 2.98089 -5.77637 -0.021 -0.006 0.128
H -2.80253 3.01574 -7.29684 0.303 0.214 0.091
H -2.96832 5.18892 -5.71503 0.514 0.253 0.171
H -4.55140 5.32864 -6.35859 -0.416 0.292 -0.073
C -1.49759 5.04588 -12.87878 -0.190 -0.339 -0.151
C -1.64846 6.18455 -11.86879 2.253 -0.197 -1.543
O -2.36764 5.76595 -10.78908 -1.328 -0.727 0.141
H -1.14210 4.15992 -12.35267 0.361 -0.008 0.085
H -0.79955 5.28212 -13.68192 0.112 0.095 -0.003
H -2.41824 4.68751 -13.33929 -0.336 0.457 -0.026
H -1.93859 7.12670 -12.33386 -0.719 -0.107 0.384
H -0.64718 6.34502 -11.46907 0.505 0.484 -0.364
H -1.79744 5.12024 -10.36537 0.139 -0.479 0.736
C -2.19564 1.94246 -3.57866 0.375 -0.412 0.732
C -1.07909 2.74889 -4.22731 -1.075 -0.517 -0.333
O 0.13498 2.16077 -3.85731 0.806 -0.494 0.553
H -2.10831 2.02029 -2.49496 -0.275 0.381 0.125
H -2.07264 0.86767 -3.71204 0.109 -0.049 -0.582
H -3.19811 2.21330 -3.91002 0.127 0.205 0.094
H -1.14712 3.78365 -3.89155 0.035 0.229 -0.232
H -1.21062 2.66033 -5.30572 0.020 0.472 -0.225
H 0.87510 2.57525 -4.30678 -0.131 0.179 -0.093
C -3.36718 4.49301 -1.07157 0.559 0.295 0.032
C -3.29734 5.74410 -1.94686 -0.493 -0.499 -0.406
O -4.39314 6.60158 -1.72802 0.374 0.476 0.459
H -2.47502 3.88023 -1.20066 0.275 0.171 0.179
H -4.18026 3.79836 -1.28243 -0.369 0.421 -0.082
H -3.43413 4.86975 -0.05094 -0.036 -0.419 0.192
H -3.31933 5.46972 -3.00153 0.426 -0.168 -0.314
H -2.38700 6.31331 -1.75876 0.009 -0.072 0.073
H -5.17067 6.08957 -1.96232 -0.517 -0.041 0.018
C 1.08303 3.02574 -9.32245 0.614 0.575 0.731
C -0.08380 3.35731 -8.41944 -0.453 -0.402 0.102
O -1.10621 3.99375 -9.14578 0.414 -0.172 -1.007
H 1.66655 3.93350 -9.47599 -0.206 0.186 -0.540
H 0.81119 2.56007 -10.26974 -0.083 0.027 0.149
H 1.79284 2.41438 -8.76521 -0.129 -0.491 -0.084
H 0.20651 3.97166 -7.56716 0.301 0.199 -0.026
H -0.51705 2.45156 -7.99516 0.104 -0.453 0.117
H -1.70247 4.45475 -8.55118 -0.882 0.834 0.800
C -4.52140 2.85010 -10.24795 0.184 0.168 0.172
C -5.17686 4.09003 -10.87769 1.288 0.180 0.636
O -5.21623 5.21634 -9.95964 -0.510 -1.696 -1.307
H -3.53249 3.04140 -9.83135 0.199 0.479 -0.403
H -4.40413 2.08073 -11.01111 -0.123 -0.162 -0.004
H -5.01900 2.43317 -9.37236 -0.681 -0.028 -0.217
H -6.14916 3.85163 -11.30885 -0.293 0.210 0.346
H -4.54277 4.40825 -11.70520 -0.006 0.140 0.057
H -5.92675 5.05306 -9.33506 -0.531 0.239 0.516
C -6.32801 2.98366 -3.64858 -0.251 0.987 -0.279
C -6.34573 4.52848 -3.70268 0.104 -1.300 -0.348
O -6.57097 5.05417 -2.40552 -0.473 0.137 0.248
H -5.58427 2.70045 -2.90376 -0.177 -0.353 -0.054
H -6.08570 2.57302 -4.62876 0.345 0.028 -0.035
H -7.32757 2.61015 -3.42619 0.090 -0.076 0.433
H -7.15813 4.87029 -4.34398 0.272 0.071 -0.378
H -5.37458 4.87339 -4.05764 -0.094 0.236 -0.232
H -7.37410 5.57291 -2.49207 0.035 0.163 0.446
C -5.64938 8.22069 -4.60219 0.224 0.484 -0.258
C -6.20453 9.54331 -5.07137 0.226 0.354 -1.668
O -5.39309 10.06016 -6.14338 0.376 0.896 1.885
H -4.60864 8.44652 -4.36989 0.050 -0.336 0.367
H -5.62274 7.52639 -5.44203 -0.220 -0.260 0.134
H -6.17962 7.85366 -3.72341 0.096 -0.258 -0.002
H -6.23301 10.25807 -4.24894 0.071 0.196 -0.122
H -7.18195 9.49725 -5.55162 -0.612 -0.403 0.656
H -5.57160 9.51109 -6.91036 0.027 -0.301 -0.486
C -8.99568 3.64150 -6.96145 0.096 -0.511 -0.765
C -7.56167 3.80212 -7.49713 -0.895 0.177 0.990
O -7.48002 4.85609 -8.43683 0.016 -0.452 -0.132
H -9.58707 3.24472 -7.78664 -0.278 -0.002 0.065
H -9.48148 4.56280 -6.64003 0.322 0.184 0.071
H -9.04213 2.92003 -6.14572 0.094 -0.004 0.067
H -7.26107 2.87472 -7.98463 0.132 0.139 -0.083
H -6.91463 3.98381 -6.63898 0.442 0.046 -0.079
H -7.83743 5.64555 -8.02377 0.173 0.397 -0.074
C -1.71141 8.35783 -5.59074 1.116 0.280 0.020
C -0.78977 7.18262 -5.22076 -0.912 0.937 -0.400
O -0.50738 6.44511 -6.40052 0.747 -0.283 1.190
H -2.57950 8.07663 -6.18694 -0.092 -0.262 0.250
H -1.11098 9.01102 -6.22393 -0.146 0.235 -0.108
H -1.99506 8.92720 -4.70561 -0.227 -0.017 0.018
H -1.27696 6.66566 -4.39402 -0.167 -0.968 -0.138
H 0.13975 7.53522 -4.77379 0.235 0.111 -0.358
H -1.35541 6.24237 -6.80220 -0.786 -0.152 -0.764
C -2.93484 -0.11203 -6.77191 -0.188 0.868 0.222
C -4.29088 -0.20990 -6.07320 0.461 -0.156 -1.264
O -4.31373 -1.34805 -5.27589 -0.056 -1.347 1.228
H -2.98942 0.67573 -7.52328 0.023 -0.028 -0.198
H -2.64906 -1.04991 -7.24816 -0.115 0.004 0.102
H -2.16017 0.21364 -6.07771 0.091 -0.255 0.103
H -5.03618 -0.37338 -6.85160 -0.292 0.655 -0.119
H -4.51766 0.66087 -5.45803 -0.012 0.226 -0.229
H -5.06125 -1.89692 -5.52399 0.100 0.056 0.136
```
Forces are in eV/Å.

Results
multiplicity: 4
charge: -1
orbital gap (spin up / spin down): 2.98 / 7.19 eV
lowest unoccupied orbital energy (spin up / spin down): 2.02 / 2.02 eV


Below is 16 unconnected molecules or ions with the total composition C22H76N4O16, with properties calculated with ωB97M-V/def2-TZVPD.

Geometry as XYZ:
```
118
Properties=species:S:1:pos:R:3:forces:R:3
C -2.80215 2.19271 3.49791 0.723 -0.398 0.331
C -1.55815 2.70873 2.77311 -1.415 0.106 0.426
O -1.92083 2.99683 1.42412 -0.761 0.338 1.567
H -3.23222 1.28326 3.11841 -0.016 -0.259 -0.663
H -3.59434 2.91432 3.58736 -0.178 0.615 -0.333
H -2.54907 1.94223 4.51431 0.353 -0.029 0.626
H -0.71144 2.05820 2.72345 0.264 -1.053 0.293
H -1.18515 3.54949 3.38140 -0.230 0.427 -0.688
H -1.10693 3.22959 1.00790 1.100 0.590 -1.197
C 2.56333 1.96644 -3.00184 -0.534 -0.331 -0.410
C 2.66433 0.67572 -3.78615 1.607 0.602 -1.240
O 1.72584 -0.31901 -3.45236 -0.109 1.367 1.867
H 3.35918 2.64984 -3.25839 0.482 -0.068 -0.108
H 2.59014 1.75756 -1.96065 0.071 -0.068 0.982
H 1.65834 2.51612 -3.20515 -0.546 0.042 -0.095
H 3.70707 0.30570 -3.69316 -0.518 -0.155 0.168
H 2.54574 0.90109 -4.84677 0.024 0.122 -0.176
H 1.64647 -0.91252 -4.16644 -0.072 -1.456 -1.252
C -1.33541 -4.94502 2.20403 -2.028 -1.562 1.312
C -1.78883 -4.61909 0.82834 0.353 -0.717 -0.430
O -1.53393 -3.27082 0.69863 -0.376 2.612 -0.475
H -1.62439 -4.17824 2.93173 0.255 0.180 -0.440
H -0.29681 -5.13082 2.23395 1.230 -0.250 0.243
H -1.89118 -5.81572 2.58434 0.556 -0.232 -0.140
H -2.84913 -4.79598 0.62796 0.196 0.013 0.114
H -1.21252 -5.06727 0.00675 -0.357 -0.898 0.429
H -0.62834 -3.09812 0.94474 0.471 0.310 0.179
C 3.43068 3.19784 0.54642 -1.403 -0.006 0.164
C 4.21678 2.60234 1.72750 -0.018 -0.282 -1.360
O 4.05389 3.32864 2.92311 1.183 0.111 -0.116
H 3.58896 4.29822 0.38635 -0.033 -1.079 0.231
H 2.35762 2.97443 0.66969 0.078 0.672 0.379
H 3.54771 2.64768 -0.38492 0.859 0.142 -0.058
H 5.26669 2.65311 1.33563 -0.491 -0.212 1.256
H 3.91343 1.51966 1.85701 0.490 0.916 -0.215
H 3.13552 3.33630 3.23387 0.059 0.026 -0.591
C -0.75092 -0.08134 0.39034 -0.294 -0.390 0.728
C 0.42134 0.83741 0.03485 -0.996 -0.463 0.380
O 1.51182 0.06943 -0.48087 -0.422 0.522 -0.706
H -1.55970 0.41718 0.96589 0.489 0.071 -0.589
H -0.40847 -0.88461 1.07503 -0.014 0.234 -0.604
H -1.20479 -0.52427 -0.52173 0.271 0.309 0.693
H 0.80039 1.35021 0.90417 0.159 0.162 0.485
H 0.03667 1.61149 -0.63912 0.491 -0.096 -0.290
H 1.24514 -0.13224 -1.39097 0.252 -0.331 0.054
C 2.84186 -1.39144 2.68097 -0.098 0.758 -0.775
C 1.46625 -1.66376 3.34310 1.137 1.080 -0.421
O 0.70778 -2.58711 2.60333 -1.373 2.191 -0.554
H 2.73228 -0.67888 1.82840 -0.069 -0.695 0.370
H 3.26932 -2.32106 2.25028 -0.180 0.492 0.409
H 3.59602 -0.89612 3.32864 -0.525 -0.549 0.021
H 0.88535 -0.73439 3.44849 0.133 -0.419 -0.294
H 1.62557 -2.02168 4.33667 0.021 -0.417 0.884
H 1.10654 -3.40268 2.72831 1.049 -2.570 0.261
C -4.34912 -0.27149 -2.95430 -7.048 4.175 3.863
O -5.59192 0.11061 -2.43868 5.682 -2.463 -2.929
N -4.19980 -0.77589 -4.12942 -0.051 -1.112 -5.118
N -3.28481 -0.08125 -2.25130 1.925 1.469 2.117
H -5.06249 -0.81226 -4.63678 -0.265 0.043 -0.436
H -3.34752 -1.01689 -4.68964 -0.887 0.601 1.474
H -3.46573 0.52617 -1.45186 0.247 0.091 0.247
H -2.38250 0.12141 -2.67228 0.151 -0.752 -0.109
C -3.45897 -3.63599 -2.21486 2.079 -8.004 2.619
O -3.08250 -4.92040 -1.97743 -1.363 4.737 -1.552
N -4.25463 -3.28268 -3.15496 -3.162 -0.268 -6.405
N -3.09181 -2.73084 -1.38218 1.285 2.852 2.873
H -4.32078 -3.91853 -4.01230 0.123 0.883 2.209
H -4.50013 -2.30713 -3.44106 0.585 -1.826 1.112
H -2.47837 -3.04217 -0.59654 -0.610 0.906 -0.879
H -3.30441 -1.71955 -1.52918 0.260 -1.422 0.549
C -0.10483 -2.47112 -2.28384 -0.801 -0.189 -0.745
O -1.07448 -2.24884 -3.29858 0.167 0.473 -0.513
H -0.11244 -1.78698 -1.47627 0.017 1.243 0.439
H 0.87720 -2.56255 -2.69360 0.501 0.149 -0.592
H -0.31615 -3.37474 -1.81063 -0.327 -1.977 0.752
H -1.96133 -2.20399 -2.89265 1.014 -0.235 0.122
C 5.25259 0.26248 -0.93771 -0.021 -0.617 0.194
O 4.27167 -0.61253 -0.38698 2.110 -0.236 0.739
H 6.15291 0.24654 -0.32211 -0.137 0.003 0.110
H 4.87033 1.28422 -0.99136 0.231 -0.052 -0.188
H 5.51965 -0.13818 -1.91251 0.232 0.404 -0.406
H 3.46821 -0.29232 -0.72094 -2.258 0.484 -0.294
C 3.83256 -2.62175 -2.85080 1.532 -1.509 0.257
O 3.32753 -3.14175 -4.09742 -1.081 0.732 0.735
H 3.12903 -2.11487 -2.17246 -0.165 -0.291 -0.969
H 4.70338 -1.99436 -3.01692 -0.103 0.549 -0.124
H 4.27791 -3.47243 -2.28206 -0.534 0.419 -0.112
H 4.00361 -3.19292 -4.77249 0.345 0.115 0.221
C 1.69298 1.84092 4.02915 -1.168 -1.412 -1.661
O 1.51846 3.16718 3.56091 0.107 -1.028 -1.262
H 2.19950 1.79571 4.93913 0.662 0.065 1.747
H 2.34007 1.31667 3.31401 -0.244 0.232 0.010
H 0.73959 1.24094 4.07171 0.711 0.876 0.127
H 1.24494 3.71571 4.25889 -0.641 1.099 1.476
C -4.56638 0.90520 0.62105 0.708 1.352 1.181
O -3.57819 1.63360 -0.08748 -0.140 0.611 -0.385
H -4.04059 0.17984 1.21212 -0.090 -0.979 0.371
H -5.27499 0.48807 -0.04666 -0.452 -0.549 -0.798
H -5.10098 1.55624 1.32411 -0.066 0.010 -0.102
H -3.04014 2.20217 0.51776 -0.399 -0.610 -0.336
C -2.17696 -1.10689 3.87233 0.446 -1.931 0.590
O -2.58867 -1.19899 5.23407 0.977 -1.138 -0.568
H -1.85487 -2.14193 3.66382 -0.119 0.539 -0.308
H -1.29918 -0.49551 3.69890 0.061 0.545 0.133
H -2.97453 -0.86667 3.19574 -0.441 0.254 -0.316
H -3.04286 -0.43580 5.50237 -0.921 1.660 0.428
C -1.10555 1.75333 -3.67679 2.332 0.350 0.282
O -0.74818 0.53385 -3.06388 -0.964 0.144 -0.158
H -0.69686 1.84811 -4.67641 -0.126 -0.264 -0.550
H -0.54863 2.49641 -3.10960 -0.692 0.894 0.104
H -2.15247 1.89635 -3.70811 -1.055 0.232 0.246
H 0.16238 0.34399 -3.30931 0.361 -0.577 -0.016
C 0.59314 5.21942 0.96581 0.905 0.948 1.173
O 0.07716 4.20212 0.15152 0.385 -0.359 -0.801
H -0.18373 5.41941 1.73954 0.594 0.704 -0.491
H 0.93422 6.09401 0.33336 -0.710 -0.649 0.943
H 1.49495 4.87597 1.51165 -0.573 -0.060 -0.452
H -0.43884 4.69396 -0.48557 -0.421 -0.357 -0.498
```
Forces are in eV/Å.

Results
energy relative to the best compared isomer or geometry (same formula, charge and spin): 0.345 eV
multiplicity: 1
charge: 0
orbital gap: 8.23 eV
lowest unoccupied orbital energy: 0.14 eV